C30H46AsCoN10P2 as an isolated structure in a non-equilibrium geometry, computed with ωB97M-V/def2-TZVPD.

Gap between HOMO and LUMO (spin up / spin down) = 7.574 / 6.702 eV
F_max = 0.0302 Eh/bohr
LUMO level (spin up / spin down) = -6.91 / -7.83 eV
HOMO level (spin up / spin down) = -14.5 / -14.5 eV
DFT total energy = -163778.647 eV

```
! wB97M-V def2-TZVPD RIJCOSX def2/J DEFGRID3
* xyz 3 4
Co -0.61007 0.00011 0.27343
C -5.38917 -2.42939 1.42073
N -3.97417 -2.19209 1.54273
C -3.05837 -3.08419 1.99443
C -1.83767 -2.47249 1.90453
N -1.99757 -1.22209 1.40643
C -3.30187 -1.07089 1.19413
P -4.12587 0.47781 0.67533
C -2.91517 1.60281 1.47603
N -1.59387 1.62021 1.31453
C -1.13667 2.67421 2.03173
C -2.19037 3.30411 2.63653
N -3.30217 2.61991 2.27623
C -4.64857 2.97691 2.63603
C -3.34177 0.67351 -0.96797
N -2.03377 0.65261 -1.20917
C -1.87777 1.07691 -2.48367
C -3.10627 1.34231 -3.02887
N -4.02237 1.08251 -2.06397
C -5.45207 1.20381 -2.18887
H -5.60937 -3.45699 1.69953
H -5.71757 -2.26879 0.39383
H -5.95237 -1.76499 2.07473
H -3.32377 -4.05759 2.35193
H -0.87077 -2.86529 2.14613
H -0.10037 2.95021 2.02513
H -2.22737 4.15761 3.28313
H -4.61367 3.68141 3.46333
H -5.21447 2.09531 2.93983
H -5.15657 3.45811 1.79723
H -0.90647 1.19791 -2.92447
H -3.37387 1.69461 -4.00357
H -5.70217 1.55471 -3.18817
H -5.84107 1.91411 -1.45897
H -5.93797 0.23891 -2.03177
C 2.78623 -0.83399 4.68163
N 2.17363 0.56051 4.61273
C 3.24753 1.49191 4.05473
N 3.69993 1.02711 2.80103
C 4.25513 -0.31169 2.91663
N 3.24603 -1.22959 3.40853
C 2.19713 -1.49559 2.45133
P 1.23863 0.04401 1.97363
C 0.95303 0.56941 3.77363
C 2.73193 1.16161 1.73753
H 2.02963 -1.52759 5.05353
H 3.62023 -0.79689 5.38993
H 1.93383 0.86361 5.56203
H 4.07733 1.50141 4.76833
H 2.82833 2.49811 3.97003
H 5.09393 -0.29089 3.61593
H 4.61783 -0.64819 1.94633
H 1.49833 -2.22189 2.87523
H 2.64063 -1.94709 1.56373
H 0.22013 -0.11069 4.21563
H 0.52563 1.57531 3.78453
H 2.40503 2.20611 1.69053
H 3.21533 0.92261 0.78573
C 2.82413 -1.23659 -1.21187
As 1.44463 0.05721 -1.73987
C 1.03383 -0.84569 -3.43007
C 2.50873 1.66991 -2.38247
C 3.61183 1.28111 -3.27937
C 3.44793 1.28601 -4.67077
C 4.48863 0.91631 -5.49987
C 5.70773 0.51721 -4.96027
C 5.88923 0.52771 -3.58137
C 4.85073 0.89461 -2.75297
H 3.40983 -1.54219 -2.07787
H 2.30303 -2.11159 -0.81927
H 3.50583 -0.85699 -0.45477
H 1.84113 -0.64739 -4.13367
H 0.09493 -0.52899 -3.87767
H 0.98743 -1.91659 -3.24167
H 2.87443 2.16661 -1.48127
H 1.79313 2.32771 -2.88187
H 2.50893 1.61251 -5.09897
H 4.35503 0.93131 -6.57067
H 6.50463 0.18951 -5.60817
H 6.84083 0.24501 -3.16167
H 4.99683 0.91081 -1.68147
C -2.53177 -2.70669 -3.36447
C -2.03377 -3.42519 -2.10357
C -1.16577 -2.58119 -1.34937
N -0.49957 -1.85499 -0.75077
H -3.23777 -3.33979 -3.89387
H -1.70637 -2.49149 -4.03557
H -3.02687 -1.77409 -3.10657
H -1.51637 -4.34839 -2.37677
H -2.87727 -3.69939 -1.46247
*
```

Atom charges from the Löwdin analysis, given in e for atoms 1 to 4:
1. Co 0.395
2. C -0.007
3. N -0.115
4. C -0.023